Formula: C7H7N
Source: OMol25
Level of theory: the ωB97M-V functional and the def2-TZVPD basis

```
15
Properties=species:S:1:pos:R:3:forces:R:3
C 1.888 -1.293 -1.963 0.0 -1.4 -2.3
C 1.358 -0.742 -1.047 1.5 0.1 -0.2
C 0.679 -0.546 1.268 -1.8 3.2 -1.3
C -0.632 -0.165 1.899 1.4 -1.5 1.8
C 0.751 -0.023 -0.051 -0.6 0.2 2.5
C -2.276 -0.358 0.089 -0.6 0.3 -0.2
C 0.110 1.297 -0.516 0.0 -4.2 -3.0
N -1.586 -0.098 1.039 -1.1 -0.3 -0.3
H 2.008 -1.869 -2.882 0.3 0.5 0.9
H 1.572 -0.892 1.788 -0.7 -0.8 -0.2
H -0.964 -0.324 2.987 0.9 0.5 -1.8
H -2.810 0.303 -0.629 0.7 -0.2 0.7
H 0.853 1.951 -0.813 1.7 1.2 -0.8
H -0.402 1.678 0.241 -2.3 2.0 3.0
H -0.548 1.081 -1.411 0.5 0.5 0.9
```
Positions in Å, forces in eV/Å.

As for the energy above the lowest of the compared OMol25 structures with the same formula, charge and spin: 547.4 kJ/mol.

Löwdin population analysis, charges in e, atoms 1 to 8: atom 1 (C): 0.119, atom 2 (C): -0.166, atom 3 (C): 0.018, atom 4 (C): -0.148, atom 5 (C): -0.304, atom 6 (C): 0.093, atom 7 (C): -0.046, atom 8 (N): -0.105

=====

Formula: C5H9NO
Source: OMol25
Level of theory: the ωB97M-V functional and the def2-TZVPD basis

```
16
Properties=species:S:1:pos:R:3:forces:R:3
O -2.654 -0.751 0.464 0.0 0.1 0.1
C -1.630 -0.463 -0.345 0.1 0.1 0.1
C -0.871 0.818 -0.052 0.0 0.1 -0.1
C 0.530 0.249 -0.033 -0.2 -0.1 -0.1
C 1.559 0.538 -1.053 0.0 0.0 -0.3
N 1.681 1.066 0.310 0.2 0.0 0.2
C 0.243 -1.141 0.447 0.2 0.0 0.2
H -2.663 -0.158 1.237 0.0 -0.1 -0.1
H -0.838 -1.371 -0.493 0.0 -0.1 0.0
H -1.106 1.206 0.958 0.0 -0.1 -0.1
H -1.069 1.619 -0.772 0.0 -0.1 0.1
H 1.373 1.289 -1.819 0.0 -0.1 0.1
H 2.215 -0.276 -1.361 -0.1 0.1 0.1
H 2.351 0.519 0.845 -0.1 0.1 -0.1
H 0.928 -1.946 0.165 -0.1 0.1 0.0
H -0.050 -1.199 1.500 0.0 0.0 -0.1
```
Positions in Å, forces in eV/Å.

As for the energy above the lowest of the compared OMol25 structures with the same formula, charge and spin: 545.4 kJ/mol.

Löwdin population analysis, charges in e, atoms 1 to 8: atom 1 (O): 0.006, atom 2 (C): -0.198, atom 3 (C): -0.125, atom 4 (C): -0.551, atom 5 (C): -0.108, atom 6 (N): 0.059, atom 7 (C): -0.019, atom 8 (H): 0.105

=====

Formula: C4H4NO4
Source: OMol25
Level of theory: the ωB97M-V functional and the def2-TZVPD basis

```
13
Properties=species:S:1:pos:R:3:forces:R:3
C -1.108 -0.423 0.174 -0.7 2.9 -1.6
C 2.607 0.204 0.033 -1.5 1.1 -1.4
C -2.135 0.530 -0.198 0.7 -0.3 2.6
C 1.196 0.745 -0.120 -2.2 -2.0 1.2
N 0.232 -0.141 0.082 0.6 0.2 -0.6
O 3.479 1.030 0.183 1.8 1.7 0.7
O -1.288 -1.774 0.125 4.7 -0.2 -0.4
O 2.637 -0.987 -0.182 0.6 -3.4 0.2
O -3.364 0.507 0.054 0.7 -0.9 -1.0
H -1.672 1.493 -0.399 0.2 0.6 -0.5
H 0.899 1.725 -0.206 -0.3 2.3 -0.3
H 0.669 -1.039 0.181 1.2 -0.9 0.0
H -2.151 -1.869 0.273 -5.7 -1.1 1.0
```
Positions in Å, forces in eV/Å.

As for the energy above the lowest of the compared OMol25 structures with the same formula, charge and spin: 220.0 kJ/mol. The total charge is -1.

Löwdin population analysis, charges in e, atoms 1 to 8: atom 1 (C): -0.320, atom 2 (C): -0.805, atom 3 (C): -0.276, atom 4 (C): 0.046, atom 5 (N): 0.096, atom 6 (O): -0.017, atom 7 (O): 0.071, atom 8 (O): -0.022

=====

Formula: C32H38BF6N2S5Y
Source: OMol25
Level of theory: the ωB97M-V functional and the def2-TZVPD basis

```
85
Properties=species:S:1:pos:R:3:forces:R:3
Y -1.523 0.686 -1.074 0.0 2.0 -0.4
C -2.750 3.019 4.026 -0.2 0.3 -0.3
C -1.449 2.433 3.497 -0.1 -0.2 -0.2
S -1.561 1.063 2.291 0.1 -0.1 0.3
C -2.925 0.043 2.915 0.2 0.3 -0.2
C -4.324 0.427 2.415 0.0 0.0 -0.3
S -4.417 1.067 0.708 0.0 0.0 0.0
C -4.743 2.844 0.984 0.1 -0.2 -0.2
C -3.546 3.722 1.351 -0.1 0.0 0.4
S -3.520 4.361 3.051 0.2 -0.2 0.1
H -2.540 3.511 4.977 0.0 0.0 0.0
H -3.493 2.250 4.228 0.1 -0.1 0.1
H -0.861 2.046 4.329 0.0 0.0 0.0
H -0.860 3.192 2.977 0.0 0.0 0.1
H -2.885 0.052 4.004 0.0 -0.1 0.0
H -2.665 -0.959 2.580 0.0 0.0 0.0
H -4.787 1.185 3.044 0.0 0.0 0.0
H -4.965 -0.455 2.431 0.0 0.0 0.1
H -5.534 2.913 1.730 0.0 0.0 0.0
H -5.156 3.162 0.027 0.0 0.0 0.0
H -3.534 4.620 0.736 0.0 0.0 0.0
H -2.613 3.210 1.179 0.1 0.0 -0.1
S 1.067 1.218 0.130 0.5 -0.2 0.1
C 1.907 -0.206 -0.017 0.2 0.7 0.8
N 3.035 -0.450 0.669 -0.3 -0.1 -0.3
C 3.613 -1.787 0.611 0.0 -0.2 -0.1
C 2.474 -2.783 0.585 0.1 0.1 0.2
N 1.688 -2.529 -0.612 -0.1 0.4 0.1
C 1.163 -3.683 -1.341 0.1 -0.2 -0.1
C 2.290 -4.466 -1.973 0.0 0.1 0.1
C 2.995 -3.909 -3.037 0.0 0.0 0.0
C 4.074 -4.580 -3.589 0.0 0.0 0.0
C 4.458 -5.815 -3.081 0.0 -0.1 0.0
C 3.756 -6.379 -2.028 0.0 0.0 0.0
C 2.676 -5.704 -1.474 0.0 0.0 0.0
C 1.433 -1.272 -0.951 -0.2 -0.7 -0.4
S 0.688 -0.825 -2.378 -0.1 0.2 -0.1
C 3.695 0.586 1.458 -0.1 0.1 0.1
C 3.126 0.762 2.853 0.0 0.0 0.0
C 3.127 -0.296 3.758 0.0 0.0 0.0
C 2.638 -0.127 5.044 0.0 -0.1 0.0
C 2.161 1.112 5.446 0.0 0.0 0.0
C 2.164 2.172 4.553 0.0 0.0 0.0
C 2.632 1.995 3.259 0.0 0.0 0.0
H 4.243 -1.946 1.482 0.0 0.1 0.0
H 4.226 -1.907 -0.289 0.0 0.0 0.1
H 1.847 -2.661 1.475 0.0 -0.1 0.0
H 2.854 -3.801 0.547 0.0 0.0 -0.1
H 0.473 -3.304 -2.090 0.0 0.0 0.1
H 0.605 -4.299 -0.634 0.0 0.0 0.0
H 2.684 -2.945 -3.427 0.0 0.0 0.0
H 4.615 -4.144 -4.419 0.0 0.0 0.0
H 5.301 -6.340 -3.511 0.0 0.0 0.0
H 4.048 -7.345 -1.635 0.0 0.0 0.0
H 2.123 -6.151 -0.654 0.0 0.0 0.0
H 3.614 1.528 0.915 0.0 0.0 0.0
H 4.750 0.313 1.520 0.0 0.0 0.0
H 3.517 -1.263 3.462 0.0 0.0 0.0
H 2.643 -0.961 5.734 0.0 0.0 0.0
H 1.797 1.248 6.457 0.0 0.0 0.0
H 1.797 3.142 4.864 0.0 0.0 0.0
H 2.609 2.820 2.559 0.0 0.0 0.0
F -1.666 -2.333 -1.059 -0.1 0.0 0.1
C -1.860 -1.366 -0.044 -0.1 -1.6 0.6
F -0.748 -1.605 0.830 -0.1 -0.1 0.1
H -2.715 -1.771 0.515 0.0 0.1 0.0
C -2.941 0.292 -2.895 -0.1 -0.2 -0.1
C -2.301 1.009 -4.013 -0.2 -0.1 -0.4
C -1.286 0.404 -4.771 0.0 0.1 0.1
C -0.633 1.086 -5.783 0.0 0.0 0.0
C -0.976 2.397 -6.082 0.0 0.1 -0.1
C -1.994 3.006 -5.362 0.0 0.0 0.0
C -2.652 2.324 -4.353 0.1 0.0 0.0
H -3.003 -0.784 -3.079 -0.1 0.0 0.0
H -3.933 0.689 -2.663 0.0 0.0 0.0
H -1.019 -0.627 -4.560 0.0 0.0 0.0
H 0.150 0.590 -6.347 0.0 0.0 0.0
H -0.464 2.936 -6.869 0.0 0.0 0.0
H -2.279 4.027 -5.588 0.0 0.0 0.0
H -3.443 2.818 -3.800 0.0 0.0 0.0
F -0.464 2.636 -2.139 -0.1 0.1 0.1
B -1.217 3.575 -1.359 0.0 0.0 0.0
F -2.532 2.947 -1.269 0.2 -0.3 0.1
F -0.693 3.530 -0.059 0.0 0.1 0.0
F -1.285 4.811 -1.898 0.0 0.0 0.0
```
Positions in Å, forces in eV/Å.

As for the energy above the lowest of the compared OMol25 structures with the same formula, charge and spin: 107.3 kJ/mol.

Löwdin population analysis, charges in e, atoms 1 to 8: atom 1 (Y): 1.271, atom 2 (C): -0.524, atom 3 (C): -0.483, atom 4 (S): 0.821, atom 5 (C): -0.496, atom 6 (C): -0.497, atom 7 (S): 0.845, atom 8 (C): -0.495